No. 1
101
Properties=species:S:1:pos:R:3 method="wB97M-V/def2-TZVPD" charge=0 max_force_ha_per_bohr=0.0556 spin_multiplicity=2 e_above_lowest_kcal_mol=6.2 homo_energy_ev="-6.222 / -6.219" gap_ev="4.401 / 4.102"
Ir -1.132 -0.449 0.450
C -2.780 -1.061 6.129
C -3.866 -0.334 5.342
N -3.317 0.557 4.323
C -2.866 0.118 3.143
S -2.155 1.287 2.102
N -3.019 -1.145 2.831
N -2.576 -1.489 1.615
C -2.882 -2.679 1.200
C -3.502 -3.672 2.119
C -2.611 -2.897 -0.204
C -3.017 -4.003 -0.937
C -2.697 -4.088 -2.279
C -1.983 -3.057 -2.872
C -1.646 -1.966 -2.099
N -1.962 -1.886 -0.802
H -3.232 -1.740 6.853
H -2.148 -0.352 6.665
H -2.152 -1.641 5.452
H -4.480 0.272 6.006
H -4.510 -1.051 4.837
H -2.982 1.464 4.611
H -2.879 -3.748 3.010
H -3.587 -4.652 1.656
H -4.488 -3.336 2.445
H -3.578 -4.785 -0.448
H -2.996 -4.952 -2.858
H -1.699 -3.092 -3.913
H -1.127 -1.113 -2.514
C 0.026 4.834 1.929
O 0.554 5.434 0.725
C 1.725 5.040 0.183
C 2.350 6.014 -0.603
C 3.540 5.766 -1.252
C 4.153 4.523 -1.133
C 3.537 3.544 -0.383
C 2.324 3.773 0.269
N 1.751 2.663 0.968
C 0.706 1.954 0.504
N -0.091 2.593 -0.352
C -1.315 2.221 -0.916
C -1.941 1.007 -0.716
C -3.213 0.826 -1.284
C -3.814 1.816 -2.027
C -3.163 3.030 -2.254
C -1.910 3.222 -1.716
O -1.151 4.336 -1.874
C -1.718 5.440 -2.562
N 0.462 0.714 0.958
C 1.605 0.045 1.543
C 1.653 -0.355 2.871
C 2.782 -1.053 3.307
C 3.825 -1.337 2.453
C 3.779 -0.938 1.121
C 2.668 -0.253 0.668
O 2.515 0.175 -0.618
C 3.389 -0.376 -1.595
H -0.550 5.612 2.420
H 0.808 4.500 2.603
H -0.633 3.999 1.693
H 1.864 6.979 -0.668
H 4.000 6.547 -1.843
H 5.091 4.318 -1.632
H 3.980 2.560 -0.295
H 2.366 2.161 1.594
H 0.188 3.534 -0.603
H -3.748 -0.100 -1.118
H -4.804 1.660 -2.436
H -3.645 3.807 -2.828
H -0.950 6.207 -2.578
H -2.599 5.815 -2.037
H -1.985 5.171 -3.586
H -0.012 0.798 3.590
H 2.821 -1.378 4.338
H 4.687 -1.883 2.813
H 4.598 -1.168 0.455
H 3.007 -0.046 -2.558
H 3.384 -1.465 -1.546
H 4.410 -0.003 -1.474
S 0.431 -6.714 -2.896
C 0.619 -5.356 -1.975
S 0.010 -5.177 -0.361
C 0.517 -3.490 -0.318
N 1.120 -3.134 -1.399
N 1.190 -4.163 -2.306
C 1.863 -3.868 -3.533
C 1.535 -2.695 -4.197
C 2.172 -2.382 -5.388
C 3.127 -3.243 -5.913
C 3.458 -4.405 -5.229
C 2.834 -4.720 -4.031
S 0.278 -2.527 1.089
H 0.780 -2.043 -3.777
H 1.916 -1.469 -5.909
H 3.611 -3.008 -6.852
H 4.209 -5.075 -5.628
H 3.097 -5.618 -3.492
I 0.554 3.391 5.291
C 0.523 -0.115 3.824
H 0.899 -0.024 4.839
H -0.180 -0.961 3.784

---

No. 2
30
Properties=species:S:1:pos:R:3 method="wB97M-V/def2-TZVPD" charge=+1 max_force_ha_per_bohr=0.1943 homo_energy_ev=-12.403 gap_ev=6.028
N -1.693 -1.033 2.930
C -0.731 -0.661 1.823
C 0.502 -1.754 1.538
N 1.578 -1.535 0.462
C 2.682 -2.583 0.245
C 2.095 -3.618 -0.929
O 0.919 -4.233 -0.646
Br 3.014 -3.980 -2.673
C 1.582 -0.268 -0.402
P 2.908 0.119 -1.749
S 4.387 1.012 -0.778
C 0.395 0.891 -0.223
C -0.825 0.720 0.907
C -2.031 1.827 1.127
O -3.140 1.598 1.884
O -1.974 3.202 0.530
C -2.287 3.161 -0.907
C -3.848 2.817 -1.271
O -4.077 1.830 -2.178
F -5.051 3.508 -0.749
H -1.418 -0.647 3.860
H -2.690 -0.844 2.688
H 0.561 -2.758 2.181
H 2.810 -3.164 1.252
H 3.703 -2.099 -0.071
H 2.366 1.102 -2.665
H 3.447 -1.058 -2.385
H 0.436 1.868 -0.907
H -2.013 4.210 -1.407
H -1.608 2.371 -1.490

---

No. 3
17
Properties=species:S:1:pos:R:3 method="wB97M-V/def2-TZVPD" charge=0 max_force_ha_per_bohr=0.0432 e_above_lowest_kcal_mol=26.7 homo_energy_ev=-7.790 gap_ev=8.653
C 3.332 -0.454 0.855
C 2.206 -1.218 0.141
C 1.123 -0.309 -0.344
C -0.202 -0.534 -0.204
C -1.168 0.493 -0.474
C -2.458 0.417 -0.135
O -3.203 1.573 -0.163
H 3.744 0.332 0.222
H 3.029 0.031 1.778
H 4.146 -1.148 1.090
H 2.619 -1.855 -0.650
H 1.798 -1.915 0.879
H 1.436 0.606 -0.834
H -0.486 -1.586 -0.150
H -0.760 1.463 -0.737
H -2.958 -0.466 0.246
H -3.967 1.510 0.418

---

No. 4
14
Properties=species:S:1:pos:R:3 method="wB97M-V/def2-TZVPD" charge=0 max_force_ha_per_bohr=0.0106 e_above_lowest_kcal_mol=71.2 homo_energy_ev=-7.521 gap_ev=8.383
C -1.189 -1.816 -0.905
N -0.019 -1.290 -0.234
C 0.077 0.001 0.169
N 1.377 0.502 0.310
N 1.198 1.832 0.665
C -0.170 1.978 0.874
C -0.955 0.901 0.520
H -2.039 -1.205 -0.604
H -1.080 -1.763 -1.995
H -1.374 -2.859 -0.634
H 0.826 -1.840 -0.213
H 1.886 2.154 1.335
H -0.463 2.953 1.262
H 1.925 0.451 -0.548

---

No. 5
9
Properties=species:S:1:pos:R:3 method="wB97M-V/def2-TZVPD" charge=+1 max_force_ha_per_bohr=0.1035 spin_multiplicity=3 e_above_lowest_kcal_mol=89.1 homo_energy_ev="-15.975 / -15.703" gap_ev="11.252 / 7.072"
C 1.306 0.986 0.271
C -1.497 -0.630 -0.538
N 1.913 0.009 -0.030
N -0.744 -0.161 0.400
O -2.563 -0.966 -0.009
O 2.472 -0.966 -0.404
H 1.368 2.078 0.639
H -1.062 -0.504 -1.608
H -1.192 0.152 1.279

---

No. 6
56
Properties=species:S:1:pos:R:3 method="wB97M-V/def2-TZVPD" charge=0 max_force_ha_per_bohr=0.1686 e_above_lowest_kcal_mol=84.4 homo_energy_ev=-8.902 gap_ev=8.911
C 3.867 -1.214 1.874
O 4.619 -0.948 0.773
H 4.614 -1.264 2.667
H 3.094 -0.486 2.120
H 3.360 -2.179 1.842
H 5.270 -1.651 0.837
C -0.121 -0.401 0.561
O -0.562 0.378 -0.489
H -0.923 -0.592 1.275
H 0.422 -1.296 0.258
H 0.659 0.097 1.137
H 0.126 0.577 -1.128
C -1.348 -3.619 -0.756
O -0.688 -4.744 -1.261
H -1.282 -2.965 -1.625
H -2.411 -3.744 -0.551
H -0.789 -3.296 0.123
H -0.633 -4.573 -2.204
C 0.940 -0.780 4.502
O 1.389 0.635 4.394
H 1.250 -1.285 5.417
H -0.124 -0.559 4.592
H 0.991 -1.421 3.622
H 0.825 1.169 4.958
C 1.682 1.938 -2.820
O 1.617 0.821 -2.298
N 1.279 3.018 -2.264
N 2.423 2.001 -3.920
H 0.803 3.016 -1.373
H 1.414 3.881 -2.771
H 2.537 2.888 -4.389
H 2.954 1.205 -4.244
C -4.164 2.454 -2.654
O -3.815 2.679 -3.752
N -5.333 2.714 -2.120
N -3.363 1.891 -1.794
H -5.956 3.205 -2.746
H -5.697 2.398 -1.233
H -3.678 1.663 -0.862
H -2.466 1.702 -2.219
C 2.324 -2.645 -2.603
O 2.398 -3.758 -3.034
N 3.147 -2.113 -1.798
N 1.355 -1.881 -2.813
H 3.710 -2.668 -1.168
H 2.857 -1.203 -1.472
H 1.429 -0.882 -2.684
H 0.563 -2.211 -3.345
C -2.689 1.318 3.721
O -2.836 0.393 4.443
N -2.207 2.432 4.178
N -2.866 1.407 2.373
H -1.793 3.145 3.596
H -1.885 2.402 5.135
H -2.981 2.350 2.032
H -3.309 0.599 1.958

---

No. 7
69
Properties=species:S:1:pos:R:3 method="wB97M-V/def2-TZVPD" charge=+1 max_force_ha_per_bohr=0.0122 spin_multiplicity=2 e_above_lowest_kcal_mol=0.0 homo_energy_ev="-11.598 / -11.606" gap_ev="6.798 / 6.098"
Ir 0.180 -0.405 0.765
Te -1.276 -2.010 -0.623
C -1.037 -3.801 0.477
C -1.909 -4.827 0.129
C -1.810 -6.061 0.756
C -0.846 -6.268 1.731
C 0.023 -5.244 2.080
C -0.068 -4.009 1.452
C 0.120 -2.599 -2.089
C 1.247 -3.337 -1.746
C 2.120 -3.752 -2.740
C 1.856 -3.444 -4.069
C 0.719 -2.727 -4.407
C -0.156 -2.298 -3.418
H -2.674 -4.673 -0.624
H -2.490 -6.857 0.487
H -0.772 -7.229 2.222
H 0.775 -5.406 2.842
H 0.611 -3.218 1.736
H 1.434 -3.614 -0.716
H 2.998 -4.327 -2.480
H 2.535 -3.776 -4.843
H 0.505 -2.502 -5.444
H -1.037 -1.731 -3.683
C -0.730 3.093 3.488
C -1.117 3.340 2.057
C -0.546 4.385 1.340
C -0.951 4.671 0.044
C -1.934 3.897 -0.550
C -2.519 2.843 0.144
C -2.105 2.570 1.437
S -2.474 4.292 -2.195
O -1.607 5.325 -2.675
O -3.895 4.432 -2.139
N -2.180 2.982 -3.116
C -0.847 2.698 -3.628
C 0.171 2.282 -2.569
C -0.286 1.116 -1.742
O -1.224 0.404 -2.054
O 0.448 0.921 -0.658
H 0.251 3.511 3.709
H -0.714 2.028 3.721
H -1.448 3.566 4.162
H 0.210 5.002 1.809
H -0.515 5.491 -0.510
H -3.319 2.267 -0.307
H -2.596 1.782 1.997
H -2.775 2.192 -2.914
H -0.488 3.596 -4.127
H -0.954 1.923 -4.385
H 0.378 3.102 -1.879
H 1.128 2.024 -3.032
C 2.153 -0.917 0.627
C 2.470 0.197 1.529
C 2.440 -0.012 2.923
C 2.667 1.032 3.795
C 2.925 2.304 3.293
C 2.950 2.535 1.922
C 2.720 1.495 1.043
H 2.305 -1.913 1.036
H 2.461 -0.836 -0.412
H 2.242 -1.006 3.305
H 2.648 0.861 4.862
H 3.106 3.123 3.977
H 3.152 3.527 1.542
H 2.742 1.667 -0.024
O -2.967 -1.326 1.935
S -1.900 -1.387 2.922
N -0.523 -0.964 2.502

---

No. 8
17
Properties=species:S:1:pos:R:3 method="wB97M-V/def2-TZVPD" charge=0 max_force_ha_per_bohr=0.0237 e_above_lowest_kcal_mol=59.1 homo_energy_ev=-8.947 gap_ev=9.921
C -1.495 -0.318 1.412
C -0.685 -0.436 0.141
C 0.883 -0.577 0.430
C 1.665 0.326 -0.622
C 0.520 0.469 -1.613
C -0.594 0.820 -0.704
H -1.139 0.547 2.000
H -1.401 -1.225 2.050
H -1.049 -1.305 -0.447
H 1.078 -0.263 1.502
H 1.191 -1.617 0.345
H 1.981 1.295 -0.184
H 2.548 -0.215 -0.995
H 0.350 -0.522 -2.052
H -0.306 1.622 -0.040
F -2.833 -0.161 1.111
S -0.715 1.561 -2.336